This record from the Open Molecules 2025 dataset describes 11 unconnected molecules or ions with the total composition C35H83Cl9N8O12 in a non-equilibrium geometry. The level of theory is ωB97M-V/def2-TZVPD.

```
! wB97M-V def2-TZVPD RIJCOSX def2/J DEFGRID3
* xyz 0 1
Cl 30.60639 23.33025 2.15387
Cl 29.66525 21.54788 4.25358
Cl 38.52429 20.69781 3.50284
Cl 36.79674 19.84390 -3.91561
Cl 28.00505 23.72184 3.47000
Cl 36.25319 22.56538 -4.90447
Cl 35.94355 21.59263 2.51885
Cl 35.51960 21.72370 -2.21912
Cl 36.49377 21.66838 5.34894
O 30.96058 27.93802 7.62027
O 26.43105 19.56075 -0.38909
O 27.35961 21.23208 -3.73446
O 32.82237 23.23264 5.68377
O 34.98564 26.28721 1.98459
O 27.13217 16.68238 4.06092
O 32.66608 17.50170 3.25059
O 35.43686 19.06026 0.38484
O 33.90149 14.43102 -3.98392
O 32.20204 17.36444 -2.89443
O 27.35620 16.01971 -0.33205
O 31.37731 19.46732 -0.23790
N 34.90254 16.22334 -2.02853
N 33.89928 25.06173 3.51180
N 33.25318 20.31357 -1.08485
N 31.03053 18.86835 -4.06026
N 29.89086 16.78098 1.00906
N 28.70290 19.88688 -2.53050
N 32.86703 25.52381 7.58667
N 27.84029 19.22874 3.03209
C 33.66925 24.46946 1.16135
C 32.44623 20.03866 -0.03211
C 32.85107 18.01054 4.55173
C 26.10198 17.62151 3.85749
C 34.81066 17.91772 -0.11727
C 31.17766 17.64020 -3.52871
C 32.00406 27.66326 8.55607
C 27.60584 18.97421 1.62289
C 34.24411 25.34318 2.23228
C 29.70100 15.78793 -0.04599
C 32.84233 20.47313 1.36210
C 35.30947 14.41767 -3.70082
C 35.79191 15.77742 -3.08050
C 31.31620 17.51607 2.84590
C 36.75490 18.83982 0.81898
C 26.63050 19.04959 3.82071
C 29.17450 22.56228 2.90636
C 25.60917 20.50028 -1.08369
C 33.72331 23.33980 6.77084
C 35.26106 17.54787 -1.52158
C 29.71035 27.95243 8.26906
C 33.23539 22.22232 4.76722
C 37.20342 21.84441 3.72940
C 26.50718 19.89053 0.98149
C 32.28292 26.20646 8.75380
C 26.24717 15.79321 -1.14273
C 27.07941 15.57167 3.17183
C 30.22146 16.55038 -3.87615
C 31.21708 16.68367 1.59128
C 33.15205 24.11714 7.93519
C 28.60433 16.17804 -1.00884
C 28.27268 21.09879 -2.93466
C 33.58974 14.89099 -5.26955
C 35.68832 21.24161 -3.90567
C 28.95045 22.30354 -2.26438
H 25.86853 19.71592 3.41339
H 32.21636 23.71750 8.34940
H 28.94311 27.87898 7.49653
H 30.01504 22.06914 -2.34179
H 33.09457 21.32968 5.39134
H 36.89195 18.51555 1.86108
H 34.01542 14.30766 -6.10073
H 35.38387 13.70915 -2.87267
H 31.74364 28.10491 9.52710
H 24.56264 20.43969 -0.77382
H 25.36572 17.50519 4.66514
H 28.67643 17.20284 -1.39402
H 25.92358 16.66156 -1.72970
H 32.52278 22.14180 3.94770
H 33.91881 18.14674 4.73306
H 32.07186 25.48768 6.95313
H 26.83682 19.37781 4.84518
H 37.22191 18.09771 0.17071
H 32.66563 24.80014 0.88666
H 27.97226 19.19451 -2.61363
H 33.58930 23.44322 1.52287
H 32.01710 21.01877 1.84130
H 33.99651 22.36177 7.18281
H 35.07462 17.08362 0.55307
H 33.71852 17.93178 -0.14944
H 29.56072 27.06320 8.89133
H 32.47374 19.03192 4.67955
H 35.65639 16.38317 -3.99355
H 26.59049 14.74017 3.69762
H 36.30078 17.79418 -1.75384
H 26.07270 21.48365 -0.99395
H 37.61829 22.84486 3.70621
H 29.48279 14.78904 0.33343
H 25.41023 15.47889 -0.51853
H 28.53893 19.13259 1.08275
H 28.55356 15.53385 -1.89330
H 32.91896 19.94477 -1.95801
H 36.82718 15.74974 -2.74642
H 28.40280 18.42753 3.32963
H 32.54683 14.56133 -5.36460
H 29.45975 19.77647 -1.87402
H 29.21820 16.94154 -4.06080
H 31.41332 25.66066 9.14735
H 33.73058 15.95082 -5.49521
H 25.60680 20.22282 -2.13761
H 33.73513 21.10217 1.28832
H 34.77222 20.86700 -4.34603
H 30.61904 16.21227 -4.84425
H 32.03104 16.97571 0.90740
H 31.56309 15.66992 1.81907
H 28.72167 23.16636 -2.88626
H 34.04768 16.37987 -2.55264
H 33.86336 23.96318 8.75053
H 30.65533 15.76107 -0.59197
H 31.87983 19.40147 -4.02126
H 34.29273 24.56002 0.27568
H 29.51359 28.84299 8.87206
H 34.71365 18.25744 -2.16580
H 27.38400 17.91728 1.42943
H 34.48277 25.45146 4.23245
H 25.51776 19.64035 1.37621
H 26.74533 20.93050 1.22850
H 26.62608 15.65960 2.18885
H 32.39694 17.31918 5.26447
H 33.37007 24.22820 3.71774
H 35.84479 14.03244 -4.56721
H 37.33775 19.75751 0.90259
H 30.99914 18.53703 2.58247
H 32.91104 28.23180 8.33939
H 33.20895 19.71500 2.05769
H 34.23364 20.51871 -0.97109
H 34.26460 22.23245 4.42184
H 28.09097 15.17516 3.06917
H 29.72928 17.72127 0.67646
H 28.77597 21.82125 2.21805
H 30.54876 17.20429 3.56417
H 34.62386 23.87691 6.46084
H 30.09069 19.02921 -4.38416
H 30.20680 15.59002 -3.37105
H 28.64318 22.50996 -1.24296
H 32.96148 26.17922 9.61505
H 25.53501 17.42476 2.94029
H 26.33732 14.99630 -1.89446
*
```

Values from the calculation:
Maximum force (eV Å⁻¹): 2.966
Gap between HOMO and LUMO (eV): 8.55
SMILES: COCCNCCOC.COCCNCCOC.COCCNCCOC.COCCNCCOC.ClC(Cl)Cl.ClC(Cl)Cl.ClC(Cl)Cl.CC(N)=O.CC(N)=O.CC(N)=O.CC(N)=O

Löwdin atomic charge list, values in e, 99 entries: Cl 0.57; Cl 0.56; Cl 0.56; Cl 0.54; Cl 0.57; Cl 0.56; Cl 0.63; Cl 0.62; Cl 0.58; O -0.17; O -0.21; O 0.02; O -0.20; O 0.02; O -0.18; O -0.19; O -0.23; O -0.19; O 0.01; O -0.20; O 0.01; N -0.03; N 0.18; N 0.13; N 0.17; N -0.03; N 0.16; N -0.03; N -0.07; C -0.03; C -0.56; C -0.11; C -0.23; C -0.22; C -0.58; C -0.23; C -0.20; C -0.60; C -0.18; C -0.01; C -0.19; C -0.21; C -0.24; C -0.14; C -0.21; C -1.53; C -0.09; C -0.25; C -0.22; C -0.13; C -0.17; C -1.47; C -0.20; C -0.24; C -0.13; C -0.10; C -0.01; C -0.21; C -0.22; C -0.20; C -0.61; C -0.14; C -1.51; C 0.01; H 0.11; H 0.12; H 0.09; H 0.07; H 0.09; H 0.08; H 0.09; H 0.11; H 0.12; H 0.09; H 0.12; H 0.11; H 0.08; H 0.03; H 0.09; H 0.11; H 0.12; H 0.09; H 0.06; H 0.10; H 0.03; H 0.04; H 0.11; H 0.13; H 0.10; H 0.08; H 0.07; H 0.11; H 0.08; H 0.09; H 0.09; H 0.02; H 0.13; H 0.09; H 0.10